ORCA calculation (wB97M-V/def2-TZVPD) on a 6-piece molecular cluster, C5H19NO5 overall at a distorted geometry.

Summary:
- SMILES = C=C/C=C(/C)N.O.O.O.O.O
- net charge = 0
- Kohn-Sham gap (eV) = 9.14

Last column: natural (NBO) charge in e.
Geometry (Å):
H (-1.861, -2.180, -0.348)  0.475
H (2.797, 0.988, -0.080)  0.461
O (-2.853, -2.179, -0.655)  -0.942
H (0.448, -0.114, -0.351)  0.196
H (-2.794, 2.156, -0.538)  0.198
H (0.096, 2.432, 1.705)  0.469
H (-1.542, 1.307, -2.636)  0.467
O (3.405, 1.229, -0.945)  -0.925
H (1.832, -1.309, 2.248)  0.230
H (1.276, -2.501, 1.345)  0.241
C (-1.578, 0.554, -0.246)  -0.260
C (0.714, -1.760, 2.051)  -0.680
C (-0.342, -0.299, 0.274)  -0.355
O (-0.753, 1.846, -2.635)  -0.909
C (-1.913, 1.827, -0.197)  -0.369
H (-0.175, 1.277, -2.177)  0.452
O (0.952, 2.746, 1.588)  -0.938
H (-1.580, -1.132, 3.089)  0.369
H (3.602, -1.599, -1.075)  0.506
H (1.514, 2.399, 2.300)  0.472
H (-2.436, -0.125, -0.760)  0.224
N (-1.663, -1.166, 2.075)  -0.801
H (-2.809, -3.128, -0.982)  0.469
H (2.451, -1.799, -2.229)  0.466
H (-2.313, -0.515, 1.821)  0.380
O (3.246, -1.765, -1.960)  -0.969
C (-0.399, -1.030, 1.385)  0.187
H (-1.116, 2.520, 0.047)  0.192
H (2.754, 0.911, -1.621)  0.466
H (0.623, -2.206, 2.966)  0.230



ORCA calculation (wB97M-V/def2-TZVPD) on a 5-piece molecular cluster, C5H19NO6 overall at a distorted geometry.

Summary:
- SMILES = CCN[C@H](C)C(=O)O.O.O.O.O
- net charge = 0
- Kohn-Sham gap (eV) = 9.33

Last column: natural (NBO) charge in e.
Geometry (Å):
H (-0.013, 3.088, 1.853)  0.382
H (1.982, 2.086, 1.664)  0.197
H (-2.001, 0.469, 2.647)  0.204
H (-0.823, -0.360, 1.637)  0.243
H (1.353, 1.187, -0.764)  0.209
H (1.143, -0.275, 0.088)  0.216
H (-2.423, -0.078, 1.024)  0.232
C (1.154, 1.423, 1.396)  -0.221
H (-2.125, 2.355, 1.138)  0.206
H (1.144, 0.797, 2.295)  0.170
H (-0.509, -1.294, -1.477)  0.515
C (-1.369, 1.429, -0.557)  0.811
N (0.016, 2.288, 1.255)  -0.647
H (-1.253, -2.348, -2.258)  0.481
H (2.459, -2.922, 1.151)  0.478
H (0.281, -2.186, 1.077)  0.479
O (2.147, -2.445, 0.371)  -0.952
O (0.358, -0.654, -4.049)  -0.943
C (1.651, 0.680, 0.157)  -0.630
O (-1.415, 0.377, -1.123)  -0.615
H (0.567, -1.488, -3.594)  0.478
H (2.156, -3.074, -0.358)  0.487
C (-1.625, 0.355, 1.621)  -0.634
H (-1.803, 3.322, -0.735)  0.484
H (-0.689, -2.811, 0.053)  0.492
O (-1.700, 2.531, -1.275)  -0.680
H (0.972, -0.048, -3.608)  0.462
O (-0.653, -2.359, 0.907)  -0.986
C (-1.273, 1.699, 0.991)  -0.149
O (-0.422, -2.222, -1.772)  -0.990
H (2.714, 0.480, 0.245)  0.221



ORCA calculation (wB97M-V/def2-TZVPD) on a 6-piece molecular cluster, C5H20ClN10O5 overall at a distorted geometry.

Summary:
- net charge = -1
- Kohn-Sham gap (eV) = 9.68

Last column: natural (NBO) charge in e.
Geometry (Å):
Cl (16.111, 13.657, -20.856)  -0.911
O (17.366, 9.239, -23.577)  -0.693
C (15.045, 15.491, -24.613)  0.774
H (9.877, 12.623, -22.037)  0.403
H (17.451, 11.764, -21.680)  0.407
C (19.169, 12.593, -18.159)  0.769
H (13.854, 12.458, -21.550)  0.420
H (14.445, 15.150, -22.638)  0.405
H (19.444, 14.502, -18.551)  0.403
C (11.840, 12.756, -21.887)  0.779
H (13.574, 16.673, -18.882)  0.398
N (14.214, 15.513, -23.549)  -0.830
H (15.008, 9.927, -23.147)  0.408
O (14.790, 16.050, -25.671)  -0.687
H (13.365, 16.049, -23.531)  0.398
C (17.023, 10.198, -22.883)  0.769
H (17.814, 11.626, -19.267)  0.403
H (18.731, 10.676, -18.011)  0.407
H (18.866, 10.959, -22.217)  0.406
N (18.853, 13.739, -18.821)  -0.862
H (14.707, 15.506, -19.585)  0.414
H (16.472, 14.367, -25.285)  0.392
H (15.545, 11.364, -22.239)  0.397
H (16.441, 14.305, -23.525)  0.416
N (17.868, 11.027, -22.240)  -0.860
H (12.859, 11.426, -20.629)  0.384
N (16.175, 14.728, -24.393)  -0.875
O (20.091, 12.558, -17.346)  -0.702
N (10.655, 12.114, -21.657)  -0.859
N (12.927, 12.107, -21.361)  -0.863
O (12.745, 15.049, -17.146)  -0.695
N (15.699, 10.463, -22.663)  -0.858
O (11.906, 13.812, -22.488)  -0.660
H (14.672, 13.398, -19.078)  0.418
C (13.573, 14.836, -18.026)  0.774
N (14.017, 15.776, -18.902)  -0.856
H (10.563, 11.256, -21.153)  0.389
H (18.117, 13.757, -19.507)  0.423
N (18.375, 11.510, -18.440)  -0.860
N (14.043, 13.582, -18.305)  -0.870
H (13.828, 12.829, -17.681)  0.389



ORCA calculation (wB97M-V/def2-TZVPD) on C5H20N11O8Tl as an isolated structure at a distorted geometry.

Summary:
- net charge = +2
- Kohn-Sham gap (eV) = 1.28

Last column: natural (NBO) charge in e.
Geometry (Å):
H (-1.536, -0.530, 5.382)  0.404
N (2.429, -5.028, -0.900)  -0.800
H (1.465, -5.230, -1.123)  0.417
O (-5.042, -0.490, -5.602)  -0.188
H (-2.455, 8.648, 1.065)  0.395
O (-6.945, -1.297, -5.388)  -0.125
C (-1.597, 7.330, -0.069)  0.746
N (6.191, 1.703, -1.093)  -0.771
N (-6.085, -0.957, -6.174)  0.684
N (-1.349, -0.055, 4.511)  -0.795
C (-3.720, -4.192, -0.188)  0.737
H (2.968, -5.803, -0.540)  0.372
H (-2.015, 0.603, 4.131)  0.406
H (-2.298, -4.414, 1.220)  0.423
H (-5.220, -4.476, -1.390)  0.424
O (-0.313, 0.232, 2.606)  -0.619
N (4.358, -4.109, -0.566)  -0.822
H (5.014, -3.358, -0.726)  0.418
H (0.373, -1.534, 5.124)  0.396
H (7.160, 1.429, -1.017)  0.394
C (-0.462, -0.340, 3.659)  0.740
O (4.258, 2.296, -0.453)  -0.634
O (-6.262, -0.954, -7.401)  -0.167
H (-1.156, 8.087, -1.817)  0.405
H (4.602, -5.081, -0.444)  0.392
H (-1.918, 7.289, 1.951)  0.413
H (5.655, 2.346, 1.879)  0.418
H (-1.512, 9.290, -0.549)  0.394
N (-4.843, -4.714, -0.483)  -0.785
N (6.045, 1.992, 1.017)  -0.803
N (-3.212, -4.693, 0.894)  -0.798
O (2.531, -2.839, -1.027)  -0.604
H (5.665, 1.847, -1.943)  0.417
N (-1.559, 8.356, -0.930)  -0.816
H (-5.122, -5.461, 0.136)  0.395
H (1.300, -1.202, 3.708)  0.406
C (5.377, 1.964, -0.097)  0.744
Tl (-0.755, 1.369, -2.895)  0.999
N (-1.938, 7.780, 1.069)  -0.777
H (7.003, 1.673, 0.988)  0.397
O (-1.548, 6.235, -0.403)  -0.595
N (0.409, -1.170, 4.182)  -0.809
H (-3.843, -5.308, 1.388)  0.388
C (3.073, -3.884, -0.830)  0.755
O (-3.170, -3.352, -0.861)  -0.570



ORCA calculation (wB97M-V/def2-TZVPD) on a 4-piece molecular cluster, C5H20N2O3S overall at a distorted geometry.

Summary:
- net charge = +1
- Kohn-Sham gap (alpha / beta) (eV) = 9.80 / 4.23
- <S²> = 0.75
- multiplicity = 2

Last column: natural (NBO) charge in e.
Geometry (Å):
C (-1.258, 0.739, -0.396)  -0.048
H (3.238, -1.444, 0.168)  0.213
H (0.282, 1.205, -1.850)  0.343
S (-0.910, 3.173, -1.665)  0.517
H (1.170, -2.620, -0.833)  0.196
H (0.843, -0.246, 0.839)  0.402
H (-3.159, 0.253, -0.995)  0.379
H (-0.826, -1.126, -1.409)  0.207
C (-0.788, 1.416, -1.731)  -0.626
H (-2.531, 0.387, 1.998)  0.467
O (1.824, 0.200, -2.489)  -0.988
H (-3.091, 1.660, -0.150)  0.380
H (-1.179, 0.600, 2.697)  0.473
C (1.179, -2.113, 0.134)  -0.220
H (1.063, 0.853, 3.451)  0.504
H (0.506, -2.691, 0.770)  0.187
H (-1.289, 1.015, -2.609)  0.268
H (-0.849, 1.280, 0.457)  0.221
C (2.576, -2.105, 0.727)  -0.618
O (0.723, 1.066, 2.574)  -0.973
H (2.532, -0.417, -2.694)  0.493
H (1.438, -0.093, -1.644)  0.481
H (2.561, -1.790, 1.770)  0.211
H (0.824, 2.023, 2.482)  0.491
H (-1.644, 3.398, -2.770)  0.158
N (-2.696, 0.727, -0.220)  -0.755
H (2.996, -3.103, 0.704)  0.235
H (-1.364, -1.286, 0.247)  0.228
N (0.673, -0.744, -0.030)  -0.639
C (-0.717, -0.688, -0.406)  -0.237
O (-2.127, 0.471, 2.874)  -0.952



ORCA calculation (wB97M-V/def2-TZVPD) on a 5-piece molecular cluster, C5H20N2O5 overall at a distorted geometry.

Summary:
- net charge = +1
- Kohn-Sham gap (alpha / beta) (eV) = 11.56 / 6.22
- <S²> = 0.75
- multiplicity = 2

Last column: natural (NBO) charge in e.
Geometry (Å):
H (-3.675, 1.019, -0.895)  0.487
H (3.366, -1.049, 0.726)  0.247
H (0.105, 1.195, -3.120)  0.243
H (-2.795, -0.127, -0.326)  0.492
C (0.530, 1.396, -2.151)  -0.483
O (2.975, -1.510, -2.277)  -0.914
H (-0.285, -0.338, -1.400)  0.453
H (1.522, 1.793, -2.270)  0.250
H (0.483, 0.874, 0.524)  0.296
H (2.926, -1.741, -3.230)  0.492
C (1.119, 0.237, -0.084)  -0.308
N (0.629, 0.141, -1.438)  -0.144
H (2.227, -0.954, -2.100)  0.438
H (-1.059, 2.696, 1.064)  0.499
H (-0.484, 4.147, 0.987)  0.486
O (-2.108, 1.604, 1.932)  -0.964
H (-0.078, 2.108, -1.584)  0.317
H (-1.891, -1.947, 1.555)  0.179
H (-1.469, 0.838, 2.098)  0.458
H (2.095, 0.701, -0.115)  0.253
O (-0.465, 3.313, 0.562)  -1.014
O (-3.515, 0.509, -0.102)  -0.960
H (2.658, -2.254, 1.828)  0.242
H (-2.748, 1.317, 1.233)  0.514
H (1.261, -1.902, -0.270)  0.230
O (-1.362, -1.270, -0.288)  -0.710
C (2.529, -1.264, 1.365)  -0.626
C (1.265, -1.171, 0.537)  -0.069
N (0.112, -1.496, 1.389)  -0.586
H (0.330, -1.818, 2.345)  0.434
H (2.557, -0.507, 2.145)  0.225
C (-1.110, -1.597, 0.875)  0.545



ORCA calculation (wB97M-V/def2-TZVPD) on a 6-piece molecular cluster, C5H20NO6 overall at a distorted geometry.

Summary:
- net charge = +1
- Kohn-Sham gap (eV) = 9.83

Last column: natural (NBO) charge in e.
Geometry (Å):
H (0.570, 2.851, -1.062)  0.237
H (-2.126, 4.385, -0.247)  0.508
H (1.032, 1.814, 2.089)  0.120
C (1.041, 0.730, 2.233)  0.437
H (-0.589, 1.610, -3.156)  0.427
H (2.681, -0.587, 1.677)  0.259
C (1.181, 0.723, -1.034)  -0.165
H (0.341, -3.737, -0.046)  0.506
H (1.144, -1.029, 0.831)  0.246
H (-1.171, 0.700, -1.790)  0.483
H (-0.599, -4.409, 0.950)  0.484
O (0.367, 0.218, 3.094)  -0.505
H (0.967, -0.268, -1.468)  0.231
C (1.747, -0.153, 1.206)  -0.517
O (0.314, -2.673, -1.620)  -0.959
O (-1.768, -0.762, -0.985)  -1.014
H (-1.083, -1.104, -0.303)  0.522
N (-0.830, 1.621, -2.117)  -0.749
O (-0.067, -3.603, 0.841)  -0.979
C (2.242, 0.637, -0.005)  -0.449
H (-1.479, 2.383, -1.983)  0.459
O (-1.482, 4.019, -0.845)  -0.983
O (-1.592, -1.356, 1.371)  -1.007
C (0.428, 1.776, -1.224)  -0.052
H (-1.050, -2.175, 1.458)  0.512
H (2.697, 1.643, 0.245)  0.228
H (-1.057, 4.694, -1.374)  0.492
H (-1.646, -1.114, 2.296)  0.499
H (-0.405, -2.720, -2.253)  0.498
H (3.101, 0.059, -0.418)  0.235
H (1.094, -2.618, -2.156)  0.480
H (-2.562, -0.831, -0.377)  0.517



ORCA calculation (wB97M-V/def2-TZVPD) on a 6-piece molecular cluster, C5H20NO7 overall at a distorted geometry.

Summary:
- net charge = -1
- Kohn-Sham gap (eV) = 8.37

Last column: natural (NBO) charge in e.
Geometry (Å):
O (2.868, -2.237, 1.817)  -1.021
O (-2.484, 1.111, -2.775)  -0.956
C (0.066, -1.602, 0.405)  -0.069
H (1.431, 0.993, 2.100)  0.458
H (-2.591, 1.199, 3.064)  0.242
H (-3.134, 0.668, -2.316)  0.462
C (-2.259, 0.410, 2.299)  -0.712
H (-0.017, 2.665, 0.052)  0.250
H (-1.700, -0.357, 2.932)  0.248
H (2.465, -1.628, -2.380)  0.470
H (0.058, 0.579, -4.253)  0.466
H (-3.069, -0.015, 1.847)  0.216
H (0.116, -1.502, 1.648)  0.145
O (-0.815, 2.328, 1.863)  -0.700
H (-1.636, 1.061, -2.411)  0.491
O (1.811, 0.196, 2.361)  -1.012
H (1.076, 1.380, -0.254)  0.210
H (2.139, -1.940, 1.215)  0.483
N (-0.886, 0.791, 0.284)  -0.419
H (-0.926, -0.590, -1.281)  0.214
H (1.021, 0.275, -3.069)  0.516
H (3.355, -1.422, 2.156)  0.470
C (0.042, 1.587, -0.478)  -0.458
H (-1.855, -1.169, 0.230)  0.196
H (1.720, -0.405, 1.520)  0.496
O (2.085, -0.764, -2.219)  -1.072
H (0.029, -2.722, 0.247)  0.168
H (-0.117, 1.573, -1.509)  0.219
C (-0.998, -0.633, -0.201)  -0.265
H (1.760, -0.677, -1.181)  0.525
O (0.325, 0.897, -3.343)  -1.005
C (-1.240, 1.168, 1.509)  0.673
O (1.358, -1.214, 0.121)  -0.927



Across the entries above, ΔE to the lowest compared entry with this formula, charge and spin takes the values 123.3 38.6 1.9 161.9 0.0 13.8 48.9 95.0 kcal per mole, respectively.
Across the entries above, total energy takes the values -632.67324 -708.08921 -1586.82842 -1578.35724 -935.59834 -687.92692 -708.43599 -783.94266 a.u., respectively.